1.
Density functional theory data (ωB97M-V/def2-TZVPD) for 13 unconnected molecules or ions with the total composition C20H56BO28.

Structure (XYZ):
```
105
Properties=species:S:1:pos:R:3:forces:R:3
O 1.206 1.142 -2.868 0.2854 0.5731 0.1032
C 0.656 0.817 -1.858 -0.8718 -1.2854 -0.1729
O 1.063 0.910 -0.621 0.8810 0.7807 0.5491
B 0.136 0.293 0.307 -0.8185 -1.3651 0.0254
O -0.961 -0.249 -0.558 0.1475 0.5178 0.5171
C -0.699 0.046 -1.802 0.1720 0.1644 -0.2805
O -1.368 -0.238 -2.755 -0.2765 0.0134 -0.3212
O -0.353 1.160 1.387 -0.0448 -0.1652 0.3879
C 0.003 0.628 2.557 1.4633 0.4752 0.0340
O -0.120 1.096 3.650 -0.6424 0.2999 0.0704
C 0.840 -0.649 2.285 -1.4595 -0.1461 -0.0750
O 0.695 -0.896 1.015 0.9484 0.1290 -0.7364
O 1.354 -1.334 3.120 0.3010 -0.0061 0.1854
O 0.118 3.851 -2.780 0.1943 -0.1069 -0.0637
H 0.699 3.076 -2.848 -0.1041 0.1886 -0.0724
H 0.658 4.593 -3.073 -0.0450 -0.0353 0.0715
O -1.762 -0.984 5.109 0.2074 0.0251 0.1319
H -1.097 -0.292 4.983 -0.1752 -0.1812 -0.1640
H -1.619 -1.603 4.382 -0.1039 0.1155 0.0174
O -2.885 -1.660 1.783 0.0672 -0.0284 0.1023
H -2.270 -0.975 1.502 -0.0695 -0.0490 -0.1489
H -3.677 -1.475 1.259 -0.0015 0.1154 -0.0066
O 0.354 1.387 6.884 -0.0399 -0.1706 -0.0333
H -0.129 0.635 7.244 0.0273 0.0652 -0.0460
H 0.287 1.283 5.927 0.0296 0.1187 0.0125
C -1.406 4.235 3.761 0.1622 -0.5950 -0.2746
C -2.234 4.841 4.874 -0.8666 0.9576 -0.4088
O -2.350 3.981 5.993 0.0935 0.1911 -0.0131
O -1.525 4.941 2.528 -0.1915 0.5807 0.0799
H -1.801 3.222 3.640 0.3268 -0.1078 0.0232
H -0.340 4.190 3.994 -0.0913 -0.1643 0.2967
H -3.224 5.078 4.454 -0.0062 -0.2833 -0.0398
H -1.903 5.833 5.197 0.5178 -0.2998 0.1830
H -3.109 3.414 5.839 0.1080 -0.1363 0.0513
H -1.826 4.352 1.835 -0.0047 -0.1404 0.0652
C 1.455 -5.855 2.097 1.6458 0.1173 -0.5907
C 2.028 -4.637 1.349 -0.4365 -0.5682 -0.5241
O 3.357 -4.889 0.911 -0.0114 -0.3217 0.2136
O 1.636 -6.949 1.166 -0.4187 -0.0178 0.2236
H 0.402 -5.798 2.368 0.1091 0.4182 0.2180
H 2.154 -6.036 2.922 -0.5714 0.0571 0.4245
H 2.081 -3.724 1.932 -0.3297 -0.0581 0.1427
H 1.399 -4.524 0.459 -0.1427 0.4142 0.0745
H 3.336 -5.759 0.490 0.0421 0.1251 0.0188
H 1.227 -7.710 1.587 0.1298 -0.1288 -0.2185
C -5.752 -1.043 -2.279 1.6036 -0.2032 -1.0633
C -4.579 -0.523 -1.442 -1.8663 1.1549 0.2215
O -4.941 -0.537 -0.049 0.9125 -0.9216 0.5610
O -5.797 -2.472 -2.305 -0.3989 0.6648 0.9092
H -5.561 -0.739 -3.312 -0.0748 -0.0243 0.0041
H -6.675 -0.534 -1.986 -0.1949 -0.3209 0.2915
H -4.446 0.526 -1.724 0.3748 -0.0513 -0.1747
H -3.652 -1.073 -1.561 -0.0483 -0.1420 0.0004
H -5.782 -0.128 0.156 -0.1249 0.2136 -0.4770
H -5.669 -2.704 -1.373 -0.0894 -0.4072 -0.2714
C 2.402 0.103 -6.670 -0.6474 -0.3095 0.8955
C 1.648 1.295 -6.085 1.4909 0.9172 -0.3805
O 1.052 1.998 -7.170 -0.7369 -0.4038 -0.6216
O 1.494 -0.962 -6.915 0.2608 -0.2637 -0.3343
H 3.115 -0.283 -5.936 -0.1431 0.0068 0.1597
H 3.009 0.343 -7.546 -0.2919 0.3462 -0.1854
H 2.379 1.988 -5.643 -0.0011 -0.3052 0.2800
H 0.935 1.007 -5.312 -0.0774 -0.1975 -0.2211
H 1.099 2.947 -7.067 0.0479 0.0920 0.3318
H 0.773 -0.646 -7.471 -0.0012 0.1186 0.0964
C -2.468 1.511 -6.215 -0.1840 0.1627 -0.0905
C -2.308 2.400 -4.989 0.7249 -0.1133 -0.4414
O -3.014 1.861 -3.897 -0.5907 0.1436 0.2811
O -1.945 0.210 -6.034 0.1128 -0.0083 0.2292
H -1.940 1.957 -7.063 0.0160 -0.0541 0.0649
H -3.534 1.439 -6.475 0.0095 0.1251 0.0450
H -2.657 3.411 -5.222 -0.3292 -0.1103 0.1174
H -1.244 2.525 -4.755 -0.0383 -0.1936 0.0562
H -2.430 1.376 -3.305 0.2006 -0.0386 -0.2271
H -2.245 -0.104 -5.169 0.1196 0.0143 -0.1166
C 2.087 4.037 1.895 -0.8077 -0.2866 -0.3747
C 3.373 4.149 1.074 -0.5218 -0.9456 -0.4084
O 4.257 5.127 1.564 0.0622 0.1761 -0.2222
O 2.345 4.031 3.281 0.1123 0.3830 0.4609
H 1.435 3.188 1.642 0.7084 -0.4059 -0.3037
H 1.371 4.826 1.642 0.5453 0.6071 0.5002
H 3.094 4.362 0.038 0.1158 0.4140 0.1024
H 3.880 3.176 0.996 -0.0286 -0.0178 0.3095
H 4.636 4.779 2.377 -0.1564 0.1435 0.0959
H 2.601 3.153 3.578 -0.1175 -0.0845 -0.1333
C 1.986 -3.423 6.039 -1.3968 0.6561 0.3798
C 2.039 -1.968 6.543 -0.1786 -1.2262 -1.2727
O 3.318 -1.412 6.439 0.5851 0.6322 1.0639
O 2.374 -3.571 4.686 0.2985 0.3389 0.4990
H 0.921 -3.687 6.128 -0.0073 -0.1822 0.0834
H 2.507 -4.081 6.733 0.5417 -0.1090 -0.4377
H 1.647 -2.028 7.560 0.4677 0.5140 0.2195
H 1.345 -1.369 5.939 -0.1368 -0.0314 0.0999
H 3.827 -1.776 5.712 -0.3675 -0.3443 -0.2506
H 1.955 -2.807 4.257 0.1933 -0.2536 -0.4358
C 0.874 -3.238 -3.660 0.2940 0.8259 0.4191
C 2.275 -2.732 -3.944 0.1897 -1.2074 -1.0437
O 2.672 -1.899 -2.872 -0.1860 0.2517 0.0267
O 0.829 -4.018 -2.472 0.0214 0.2907 -0.1178
H 0.433 -3.804 -4.474 0.2312 -0.2041 -0.0980
H 0.296 -2.312 -3.555 -0.3912 -0.1428 0.0968
H 2.273 -2.276 -4.940 -0.1453 0.6003 0.2519
H 2.977 -3.570 -4.062 -0.0564 -0.1240 0.3551
H 3.391 -1.329 -3.155 -0.0023 0.0057 0.0354
H 1.229 -3.449 -1.800 -0.0378 -0.2475 0.1263
```
Positions in Å, forces in eV/Å.

Summary:
Kohn-Sham gap   0.3627 Ha
Energy above the lowest of the compared OMol25 structures with the same formula, charge and spin   169.1 kJ/mol
Highest occupied orbital energy   -0.2894 hartree
E_LUMO   2.0 eV
Total charge   -1

These are the Löwdin partial charges, in e, on atoms 1 to 5: 0.1334 -0.3728 0.2698 -0.8519 0.2362


2.
Density functional theory data (ωB97M-V/def2-TZVPD) for 2 unconnected molecules or ions with the total composition C9H12NO3.

Structure (XYZ):
```
25
Properties=species:S:1:pos:R:3:forces:R:3
N 5.018 -0.357 0.775 0.9094 0.3688 0.2966
O 5.791 0.520 1.128 -1.1862 -1.6204 -0.5394
O 3.793 0.139 0.349 0.9042 -0.1940 0.3712
O 5.193 -1.571 0.746 -0.4284 1.7200 -0.0067
H 3.219 -0.664 0.078 0.4903 0.2897 0.1809
C 2.040 -1.521 -0.536 -0.0995 -1.7991 -1.0168
C 0.766 -0.907 -0.251 -1.6450 1.3003 0.5354
C -0.408 -1.485 -0.785 0.5073 0.0825 0.1504
C -1.653 -0.923 -0.534 0.0943 0.0884 0.0561
C -1.771 0.238 0.238 0.1078 0.1240 -0.1931
C -0.615 0.820 0.768 -0.1052 -0.1258 -0.1189
C 0.640 0.268 0.526 0.0169 -0.4740 -0.2340
C -3.122 0.872 0.452 -0.2339 -0.0110 0.3214
C -3.535 1.909 -0.602 0.2709 -0.1085 -0.0742
H 2.364 -1.492 -1.580 0.2285 0.1503 0.2203
H 2.242 -2.482 -0.054 0.2620 0.3145 0.1021
H -0.313 -2.386 -1.399 -0.1308 0.2857 0.2219
H -2.553 -1.393 -0.939 0.2867 0.1551 0.0932
H -0.705 1.721 1.384 0.0613 -0.2931 -0.2385
H 1.531 0.748 0.939 -0.3204 -0.1971 -0.1223
H -3.877 0.073 0.468 0.1158 0.2183 0.1254
H -3.125 1.360 1.440 -0.0892 -0.2035 -0.2196
H -4.507 2.337 -0.354 0.0284 -0.0197 -0.0079
H -2.807 2.726 -0.660 -0.0779 -0.1137 0.0035
H -3.607 1.451 -1.594 0.0327 0.0622 0.0930
```
Positions in Å, forces in eV/Å.

Summary:
Spin multiplicity   2
Kohn-Sham gap (alpha / beta)   0.3522 / 0.2825 Ha
Energy above the lowest of the compared OMol25 structures with the same formula, charge and spin   30.5 kJ/mol
Highest occupied orbital energy (alpha / beta)   -0.3388 / -0.3384 hartree
E_LUMO (alpha / beta)   0.4 / -1.5 eV

These are the natural (NBO) partial charges, in e, on atoms 1 to 5: 0.7151 -0.3402 -0.5031 -0.3822 0.4486


3.
Density functional theory data (ωB97M-V/def2-TZVPD) for 3 unconnected molecules or ions with the total composition C21H42BrNO9P.

Structure (XYZ):
```
75
Properties=species:S:1:pos:R:3:forces:R:3
C 6.261 0.214 1.978 -0.6950 -0.1985 -0.5488
C 6.168 0.178 0.431 0.6783 0.1033 1.2118
O 5.148 -0.754 0.088 -0.4204 0.2185 -0.3155
C 4.670 -0.587 -1.223 0.7480 0.0515 -0.3451
C 3.812 0.696 -1.418 -0.1346 -0.7602 -0.2947
N 3.232 1.192 -0.154 0.2258 0.3975 -0.3037
C 3.436 2.476 0.172 0.7848 0.8219 -0.7735
C 2.920 3.047 1.291 -0.6425 0.4342 1.0765
Br 3.204 4.871 1.695 0.0530 -0.4403 -0.2473
C 2.147 2.267 2.147 0.1682 0.3443 0.0050
C 1.948 0.945 1.807 -0.3405 -1.1532 0.0820
P 0.891 -0.126 2.941 -1.7303 0.2186 1.8790
O -0.445 -0.398 1.977 1.8659 0.5308 -0.2388
O 1.609 -1.608 3.087 0.5600 1.2019 -1.2512
C 2.497 0.433 0.653 -0.2351 -0.5865 0.2194
H 5.487 -0.458 2.369 0.1514 0.0899 -0.0458
H 7.213 -0.168 2.347 -0.0299 0.3752 0.0157
H 6.016 1.216 2.339 0.4109 -0.1386 0.1957
H 5.961 1.192 0.057 -0.1606 -0.2432 -0.1269
H 7.151 -0.114 0.036 -0.3748 -0.1467 -0.3124
H 4.130 -1.481 -1.543 -0.0690 0.0933 0.4211
H 5.533 -0.502 -1.904 -0.2894 0.0098 -0.0426
H 4.400 1.492 -1.871 -0.1992 0.0674 0.1959
H 2.975 0.454 -2.084 0.1603 0.2229 0.0313
H 4.042 3.094 -0.484 -0.0656 -0.3645 -0.1542
H 1.732 2.709 3.050 -0.0389 -0.2225 -0.0522
H -0.168 -0.172 1.075 -0.6939 -0.3452 -0.1850
H 2.493 -1.562 2.691 0.0016 -0.6248 0.1726
H 2.322 -0.614 0.415 0.2986 0.1885 -0.4132
C -0.797 0.960 -1.675 -0.2486 -0.0237 -0.0069
O -0.929 2.178 -2.355 0.3957 -0.2305 -0.0618
C 0.048 3.101 -1.919 -0.3615 0.2995 -0.0342
C 0.438 4.069 -3.016 0.1434 0.1251 -0.0682
O 1.281 3.501 -4.010 -0.0027 -0.1211 0.1758
C 0.686 2.581 -4.924 0.1530 -0.0055 -0.1490
C -0.259 3.222 -5.917 -0.3440 -0.1885 0.0943
O -1.504 3.510 -5.302 0.1574 0.2481 0.2107
C -2.170 4.603 -5.903 -0.0509 -0.1331 -0.0094
H -1.008 1.096 -0.605 0.0258 -0.1178 0.0462
H -1.506 0.247 -2.090 -0.0414 0.0590 0.0285
H 0.221 0.558 -1.807 0.0031 -0.0775 0.0690
H 0.948 2.564 -1.580 0.0583 0.0254 -0.0400
H -0.369 3.657 -1.068 0.1893 0.0775 0.0564
H 1.032 4.864 -2.558 0.0426 -0.0413 0.0032
H -0.437 4.543 -3.461 -0.1321 -0.1879 0.0410
H 0.208 1.754 -4.397 -0.1985 0.0905 -0.0051
H 1.523 2.161 -5.487 0.0358 0.0952 0.0042
H -0.443 2.525 -6.744 0.2036 0.0357 -0.0975
H 0.198 4.135 -6.315 0.0335 -0.0094 0.0007
H -1.539 5.499 -5.895 0.0091 0.0017 -0.0852
H -3.067 4.809 -5.323 -0.0013 -0.0894 0.0012
H -2.459 4.364 -6.931 0.0084 0.1062 -0.0402
C -6.023 -5.709 4.563 0.0887 -0.0571 -0.1014
O -5.199 -5.266 3.506 -0.0223 0.2649 0.1456
C -5.939 -4.780 2.399 0.2155 -0.2060 0.0652
C -5.165 -3.713 1.654 -0.0797 0.0490 -0.1097
O -5.135 -2.451 2.310 0.0900 -0.0276 0.0061
C -4.323 -2.336 3.471 -0.0866 0.1550 0.0455
C -2.835 -2.353 3.189 -0.0590 -0.4084 0.1829
O -2.392 -3.681 2.939 -0.1414 0.0516 -0.2790
C -1.276 -3.726 2.086 -0.0204 -0.0520 0.2154
H -6.607 -6.585 4.261 -0.0895 0.0097 0.0732
H -5.380 -5.980 5.398 0.0405 -0.0397 -0.0583
H -6.700 -4.913 4.892 -0.0679 -0.0394 -0.0212
H -6.897 -4.362 2.730 0.0015 0.0300 -0.0115
H -6.138 -5.624 1.725 -0.1339 0.0969 -0.1158
H -5.684 -3.530 0.709 -0.0583 0.0487 0.0497
H -4.159 -4.052 1.402 0.0172 -0.1241 0.1758
H -4.596 -3.081 4.219 0.1625 -0.1335 -0.0535
H -4.568 -1.357 3.891 -0.0051 0.0209 -0.0727
H -2.289 -1.975 4.064 -0.0456 0.2025 -0.0331
H -2.625 -1.706 2.331 -0.0087 -0.0024 -0.0106
H -1.491 -3.225 1.133 0.0781 0.0670 -0.0013
H -1.046 -4.771 1.881 -0.0406 -0.0102 0.0798
H -0.411 -3.257 2.567 0.0998 0.0207 -0.1606
```
Positions in Å, forces in eV/Å.

Summary:
Kohn-Sham gap   0.2116 Ha
Energy above the lowest of the compared OMol25 structures with the same formula, charge and spin   0.0 kJ/mol
Highest occupied orbital energy   -0.3861 hartree
E_LUMO   -4.7 eV
Total charge   +1

These are the Löwdin partial charges, in e, on atoms 1 to 5: -0.0394 -0.2419 -0.1572 -0.1748 -0.0536


4.
Density functional theory data (ωB97M-V/def2-TZVPD) for C20H35N3O4 in the gas phase.

Structure (XYZ):
```
62
Properties=species:S:1:pos:R:3:forces:R:3
C 6.622 2.021 -1.618 -0.3498 0.0340 0.2491
C 5.718 2.696 -0.597 0.5241 0.1112 0.0208
H 6.210 2.724 0.381 -0.1127 0.0832 -0.1543
H 5.454 3.708 -0.911 0.0268 -0.1097 0.0767
O 4.469 2.018 -0.467 -0.2704 -0.1563 0.0105
C 4.474 0.928 0.335 -0.1465 -0.0083 -0.1040
O 5.428 0.552 0.975 0.4295 0.0121 0.1485
N 3.275 0.304 0.332 -0.0632 0.0543 -0.0945
C 2.114 0.822 -0.361 -0.2000 0.1319 -0.2216
H 1.661 1.645 0.208 -0.0292 -0.0220 -0.0981
H 2.425 1.218 -1.329 -0.1612 -0.0485 0.1022
C 1.085 -0.283 -0.572 0.0322 0.1742 -0.5099
N 0.675 -0.846 0.703 0.1878 0.0695 0.1780
C -0.468 -1.517 0.947 -0.0237 0.1108 -0.3270
O -0.756 -1.908 2.066 -0.2488 -0.1898 0.2326
C -1.439 -1.754 -0.221 -0.0824 -0.1529 0.0438
N -2.560 -0.849 -0.049 0.0513 -0.4213 0.1421
C -2.606 0.368 -0.634 -0.5334 -0.0393 0.1714
O -1.769 0.734 -1.439 0.1413 0.2413 -0.2317
C -3.772 1.232 -0.185 0.3830 0.2833 -0.2240
C -4.220 2.165 -1.310 -0.2116 -0.1793 0.0667
C -5.327 3.097 -0.829 0.2228 0.1460 -0.0550
C -4.860 3.909 0.375 -0.2796 -0.1675 0.0950
C -4.419 2.981 1.503 0.2438 0.1864 -0.0782
C -3.305 2.054 1.025 -0.2763 -0.1188 0.1740
H -2.437 2.648 0.729 0.0816 -0.0081 -0.0112
H -2.997 1.387 1.834 0.0785 0.0160 0.0012
H -4.067 3.567 2.354 -0.0557 -0.0404 0.0612
H -5.271 2.384 1.837 -0.0515 -0.0162 0.0738
H -4.021 4.543 0.080 0.0347 0.0908 -0.0072
H -5.666 4.559 0.722 0.0447 0.0780 -0.0112
H -5.620 3.767 -1.639 -0.0825 -0.0368 -0.0148
H -6.204 2.507 -0.550 -0.1001 0.0067 -0.0143
H -3.359 2.744 -1.645 0.0280 -0.0264 -0.0450
H -4.570 1.571 -2.157 0.0678 0.0231 -0.0652
H -4.607 0.592 0.117 0.0157 -0.0170 0.0160
H -3.184 -1.063 0.714 -0.0496 0.1071 -0.0550
H -0.993 -1.518 -1.186 -0.0172 -0.0077 0.0968
C -1.920 -3.205 -0.186 0.3567 0.0872 0.0556
H -2.277 -3.410 0.826 -0.0775 0.0149 -0.0169
H -2.753 -3.323 -0.881 -0.0432 0.0223 -0.0425
C -0.810 -4.205 -0.531 -0.2676 -0.0823 -0.0549
C -1.252 -5.615 -0.145 0.2076 0.2497 0.0522
H -2.154 -5.891 -0.686 -0.1301 -0.0617 -0.0726
H -1.457 -5.672 0.921 -0.0546 -0.0572 0.1163
H -0.475 -6.337 -0.383 0.0464 -0.1320 -0.0249
C -0.452 -4.161 -2.015 0.0752 0.0588 0.2891
H -0.101 -3.177 -2.314 0.0581 0.1104 -0.1258
H -1.320 -4.413 -2.619 -0.1126 -0.0294 -0.1076
H 0.335 -4.880 -2.232 0.0875 -0.0528 -0.0853
H 0.078 -3.948 0.058 0.0128 -0.0232 0.0127
C 1.629 -0.707 1.792 0.1567 -0.1859 0.2665
H 1.432 -1.507 2.509 0.0857 0.1633 -0.0724
C 3.043 -0.801 1.241 0.0924 -0.1037 0.2259
H 3.784 -0.743 2.042 -0.1403 -0.0616 -0.0810
H 3.178 -1.756 0.718 -0.0008 0.0111 0.1237
H 1.487 0.252 2.303 0.0287 -0.0824 0.0461
H 1.522 -1.065 -1.206 -0.0027 0.0893 -0.0359
H 0.223 0.157 -1.083 0.1878 -0.1382 0.0468
H 7.534 2.598 -1.735 0.1219 0.0542 -0.0423
H 6.119 1.950 -2.579 0.0007 0.0138 -0.1093
H 6.879 1.021 -1.276 0.0626 -0.0581 -0.0021
```
Positions in Å, forces in eV/Å.

Summary:
Kohn-Sham gap   0.3665 Ha
Energy above the lowest of the compared OMol25 structures with the same formula, charge and spin   61.5 kJ/mol
Highest occupied orbital energy   -0.3392 hartree
E_LUMO   0.7 eV
SMILES   CCOC(=O)N1CCN(C(=O)[C@@H](CC(C)C)NC(=O)C2CCCCC2)CC1

These are the natural (NBO) partial charges, in e, on atoms 1 to 5: -0.6355 -0.0680 0.2001 0.1859 -0.5266


| no. | calculated total energy (eV) |
| --- | --- |
| 1 | -79659.1359 |
| 2 | -17154.3816 |
| 3 | -121696.8008 |
| 4 | -33970.9180 |